Record 1
Below is C37H38ClI3N3O10SiY as an isolated structure, with properties calculated with ωB97M-V with the def2-TZVPD basis set.

Cartesian coordinates (Å):
1 Y -0.894 0.907 -0.543
2 O -4.729 -0.318 1.392
3 C -3.616 0.131 1.108
4 O -2.733 -0.358 0.338
5 C -3.216 1.462 1.741
6 C -3.965 2.068 2.733
7 C -3.509 3.266 3.263
8 C -2.331 3.821 2.784
9 C -1.646 3.153 1.786
10 N -2.090 2.004 1.280
11 C -0.320 3.654 1.219
12 O 0.048 4.781 1.553
13 O 0.253 2.815 0.458
14 H -4.875 1.583 3.059
15 H -4.068 3.765 4.046
16 H -1.922 4.752 3.152
17 Cl 0.294 6.107 -5.640
18 C -0.437 4.986 -4.503
19 C -1.796 4.930 -4.403
20 C -2.407 4.054 -3.495
21 I -4.494 4.000 -3.354
22 C -1.692 3.216 -2.628
23 O -2.222 2.456 -1.754
24 C -0.246 3.248 -2.817
25 N 0.454 2.347 -2.094
26 C 1.757 2.311 -2.186
27 C 2.473 3.189 -3.014
28 C 1.790 4.091 -3.779
29 C 0.382 4.137 -3.718
30 H -2.405 5.570 -5.028
31 H 2.263 1.547 -1.605
32 H 3.554 3.131 -3.049
33 H 2.313 4.768 -4.442
34 I 2.464 -1.520 -4.334
35 C 0.402 -1.814 -4.136
36 C -0.251 -2.737 -4.960
37 C -1.611 -2.890 -4.890
38 I -2.509 -4.325 -6.142
39 C -2.390 -2.087 -4.017
40 C -3.799 -2.082 -3.937
41 C -4.434 -1.191 -3.119
42 C -3.672 -0.300 -2.348
43 N -2.363 -0.304 -2.366
44 C -1.714 -1.173 -3.175
45 C -0.261 -1.049 -3.158
46 O 0.308 -0.263 -2.345
47 H 0.326 -3.328 -5.658
48 H -4.368 -2.778 -4.541
49 H -5.514 -1.164 -3.052
50 H -4.148 0.429 -1.705
51 C 4.772 0.388 1.005
52 C 3.610 0.177 1.968
53 C 2.769 1.448 2.064
54 C 4.135 -0.224 3.346
55 O 2.857 -0.909 1.437
56 Si 1.244 -1.253 1.607
57 O 0.313 -0.389 0.675
58 O 0.934 -1.044 3.225
59 C -0.180 -1.489 3.991
60 C 0.084 -2.914 4.471
61 C -1.466 -1.420 3.173
62 C -0.271 -0.539 5.181
63 O 1.119 -2.890 1.379
64 C 1.648 -3.723 0.355
65 C 1.706 -2.987 -0.978
66 C 0.705 -4.916 0.252
67 C 3.042 -4.181 0.779
68 H 5.441 1.174 1.368
69 H 4.389 0.676 0.023
70 H 5.338 -0.541 0.896
71 H 3.384 2.286 2.400
72 H 1.949 1.311 2.774
73 H 2.326 1.706 1.101
74 H 4.770 0.564 3.760
75 H 4.717 -1.147 3.266
76 H 3.293 -0.403 4.017
77 H 0.172 -3.581 3.611
78 H -0.731 -3.256 5.115
79 H 1.021 -2.948 5.034
80 H -1.418 -2.087 2.308
81 H -1.613 -0.408 2.795
82 H -2.326 -1.699 3.786
83 H 0.672 -0.544 5.734
84 H -1.081 -0.837 5.853
85 H -0.461 0.477 4.827
86 H 0.714 -2.622 -1.248
87 H 2.069 -3.650 -1.766
88 H 2.370 -2.120 -0.917
89 H -0.292 -4.571 -0.031
90 H 0.635 -5.421 1.220
91 H 1.060 -5.629 -0.497
92 H 3.693 -3.309 0.888
93 H 3.468 -4.860 0.035
94 H 2.987 -4.696 1.742

Output
HOMO energy: -2.766 eV
max |F|: 0.46 eV/Å
HOMO-LUMO gap: 6.134 eV
net charge: -2
relative energy (zero: lowest compared OMol25 entry of this formula, charge and spin): 0.0 kcal per mole
LUMO energy: 0.1238 Eh

These are the Mulliken partial charges, in e, on atoms 1 to 2: atom 1 (Y): 0.740, atom 2 (O): -0.854

Record 2
Below is C37H39BN2O4P2Ti as an isolated structure, with properties calculated with ωB97M-V with the def2-TZVPD basis set.

Cartesian coordinates (Å):
1 Ti -1.510 -0.869 -1.185
2 N -2.935 -0.656 -4.167
3 C -3.221 -2.056 -3.859
4 C -2.372 -2.388 -2.651
5 O -2.876 -2.729 -1.561
6 O -1.117 -2.113 -2.762
7 H -3.534 -0.306 -4.902
8 H -1.973 -0.553 -4.463
9 H -2.998 -2.756 -4.673
10 H -4.266 -2.163 -3.574
11 C -2.654 -2.776 2.247
12 N -1.597 -1.826 1.861
13 P -0.357 -2.572 0.862
14 C 0.182 -4.002 1.836
15 C 0.317 -3.948 3.224
16 C 0.823 -5.036 3.915
17 C 1.210 -6.179 3.223
18 C 1.084 -6.233 1.844
19 C 0.563 -5.147 1.151
20 C 1.066 -1.439 1.055
21 C 1.870 -1.271 -0.064
22 C 2.966 -0.412 -0.023
23 C 3.251 0.287 1.136
24 C 2.455 0.113 2.268
25 C 1.375 -0.749 2.226
26 P -1.994 -0.191 1.507
27 C -2.772 0.292 3.076
28 C -1.918 0.520 4.158
29 C -2.428 0.859 5.400
30 C -3.801 0.992 5.574
31 C -4.654 0.792 4.502
32 C -4.142 0.445 3.257
33 C -3.390 -0.134 0.306
34 C -4.513 -0.995 0.232
35 C -5.548 -0.725 -0.624
36 C -5.508 0.422 -1.441
37 C -4.435 1.271 -1.386
38 C -3.361 0.999 -0.515
39 H -2.292 -3.489 2.985
40 H -3.019 -3.344 1.383
41 H -3.489 -2.235 2.691
42 H 0.030 -3.049 3.757
43 H 0.924 -4.991 4.991
44 H 1.610 -7.027 3.763
45 H 1.382 -7.122 1.303
46 H 0.452 -5.196 0.074
47 H 1.627 -1.771 -0.996
48 H 3.568 -0.268 -0.911
49 H 4.080 0.983 1.160
50 H 2.672 0.660 3.176
51 H 0.753 -0.881 3.103
52 H -0.846 0.439 4.029
53 H -1.755 1.032 6.229
54 H -4.201 1.260 6.544
55 H -5.723 0.906 4.632
56 H -4.824 0.307 2.428
57 H -4.549 -1.887 0.839
58 H -6.393 -1.398 -0.674
59 H -6.332 0.634 -2.111
60 H -4.399 2.161 -2.000
61 H -2.551 1.716 -0.428
62 C 5.272 3.178 -4.374
63 C 4.963 3.911 -3.070
64 C 6.135 3.690 -2.105
65 C 4.845 5.409 -3.380
66 C 3.668 3.413 -2.422
67 C 3.218 4.011 -1.240
68 C 2.061 3.596 -0.580
69 C 1.362 2.552 -1.142
70 O 0.238 1.929 -0.689
71 B -0.041 0.844 -1.599
72 O 0.945 0.935 -2.634
73 C 1.789 1.956 -2.308
74 C 2.930 2.356 -2.970
75 H 6.190 3.578 -4.809
76 H 4.475 3.303 -5.109
77 H 5.422 2.109 -4.215
78 H 7.068 4.045 -2.553
79 H 6.251 2.630 -1.870
80 H 5.987 4.226 -1.167
81 H 5.766 5.770 -3.846
82 H 4.674 5.998 -2.479
83 H 4.018 5.602 -4.066
84 H 3.785 4.827 -0.810
85 H 1.733 4.065 0.338
86 H 3.229 1.855 -3.879

Output
HOMO energy (alpha / beta): -6.581 / -7.704 eV
max |F|: 1.00 eV/Å
HOMO-LUMO gap (alpha / beta): 6.877 / 7.961 eV
net charge: 0
relative energy (zero: lowest compared OMol25 entry of this formula, charge and spin): 49.5 kcal per mole
multiplicity: 3
LUMO energy (alpha / beta): 0.0109 / 0.0094 Eh

These are the Mulliken partial charges, in e, on atoms 1 to 2: atom 1 (Ti): 0.369, atom 2 (N): -0.473

no.,electronic energy (eV)
1,-109694.60808
2,-92543.53059